No. 1
# C23H23NNiO4P

C23H23NNiO4P as an isolated structure (the ωB97M-V functional and the def2-TZVPD basis, the Open Molecules 2025 dataset).

```
53
Properties=species:S:1:pos:R:3:forces:R:3:mulliken_charge:R:1
Ni -0.091 0.334 0.276 -0.31 0.51 0.10 -0.07
P 1.550 0.722 1.706 -0.03 -0.16 -0.18 1.56
O -0.901 -1.080 1.239 0.07 0.13 0.22 -0.43
O -3.983 0.344 0.279 0.01 0.11 -0.17 -0.60
O -0.212 1.533 -2.135 -0.10 0.20 0.01 -0.49
O -1.859 0.626 -0.378 0.48 -0.15 -0.06 -0.76
N 0.536 1.585 -0.979 -0.05 -0.08 -0.10 0.57
C -2.377 -1.086 1.251 -0.03 0.01 -0.27 1.75
C 2.581 2.619 -0.099 0.11 0.08 0.15 0.70
C 1.946 -1.702 2.947 0.01 -0.02 0.01 -0.50
C 2.560 -0.684 2.212 -0.05 -0.02 0.03 0.55
C -1.067 2.773 4.012 0.00 -0.01 0.01 -0.77
C 0.705 1.375 3.165 -0.04 -0.05 -0.04 0.77
C -2.853 -2.401 0.665 0.01 -0.04 0.06 -1.85
C 2.654 -2.844 3.281 0.00 0.01 0.00 -1.02
C 3.884 -0.829 1.806 -0.02 -0.02 -0.03 -0.50
C -0.684 2.460 5.310 0.01 0.00 -0.01 -0.53
C 3.645 2.468 2.060 0.01 -0.05 0.03 -0.04
C -0.377 2.229 2.941 -0.02 -0.04 0.00 -0.79
C 1.555 2.341 -1.094 -0.06 -0.01 -0.17 -0.32
C -2.847 -0.857 2.670 0.00 0.01 0.01 -1.60
C 1.089 1.068 4.468 0.05 0.02 -0.01 -0.15
C 3.976 -2.983 2.877 -0.01 0.02 0.00 -0.56
C 4.540 3.465 1.706 0.00 0.01 -0.02 -0.74
C 4.469 4.034 0.444 0.03 0.01 0.03 -0.70
C 2.675 2.027 1.166 0.00 -0.05 0.08 -0.03
C 0.392 1.612 5.536 0.00 0.01 0.02 -0.76
C 3.495 3.616 -0.445 -0.05 0.00 -0.06 -0.93
C -2.813 0.065 0.314 -0.17 -0.28 0.36 0.11
C 4.586 -1.978 2.141 0.02 -0.02 0.01 -0.74
H 1.640 2.863 -2.043 -0.01 0.00 -0.01 0.41
H 3.702 2.025 3.047 0.01 0.00 -0.01 0.48
H -0.517 -1.924 1.499 0.01 -0.01 -0.05 0.24
H 5.615 -2.085 1.824 0.00 0.00 0.00 0.43
H 5.288 3.794 2.414 0.00 0.01 0.00 0.44
H -2.416 0.056 3.081 0.01 -0.02 0.00 0.25
H 5.163 4.811 0.154 0.00 0.00 0.00 0.43
H -1.907 3.429 3.833 0.01 0.00 0.00 0.45
H -2.570 -1.706 3.300 0.00 0.03 0.02 0.42
H -1.227 2.877 6.147 0.00 0.00 0.00 0.43
H -3.937 -2.376 0.574 0.00 0.01 0.02 0.43
H 0.690 1.373 6.548 0.00 0.00 0.00 0.45
H 4.371 -0.054 1.229 -0.01 0.00 0.00 0.40
H -3.931 -0.759 2.670 0.00 0.00 -0.01 0.41
H -2.428 -2.565 -0.325 0.00 0.00 0.00 0.40
H 0.921 -1.587 3.284 0.02 0.01 0.03 0.82
H 4.530 -3.874 3.139 0.00 0.00 0.00 0.41
H 1.928 0.408 4.651 -0.01 0.00 0.01 0.44
H -2.583 -3.232 1.323 0.00 -0.01 -0.03 0.47
H -0.692 2.464 1.929 0.00 0.02 0.00 0.31
H -1.133 1.378 -1.819 0.12 -0.15 0.01 0.54
H 3.429 4.076 -1.423 0.00 0.00 0.01 0.40
H 2.179 -3.622 3.863 0.00 0.00 0.00 0.42
```
Forces are in eV/Å.

Spin multiplicity   1
HOMO energy (alpha / beta)   -12.3 / -12.2 eV
Total charge   +1
Energy   -84230.7178 eV
HOMO-LUMO gap (alpha / beta)   8.6 / 8.6 eV

No. 2
# C14H20N2O6

A 2-piece molecular cluster, C14H20N2O6 overall in a non-equilibrium geometry (the ωB97M-V functional and the def2-TZVPD basis, the Open Molecules 2025 dataset).

```
42
Properties=species:S:1:pos:R:3:forces:R:3:mulliken_charge:R:1
O 3.520 1.573 3.264 -0.71 -0.64 -1.13 -0.35
O 1.317 1.697 2.810 1.00 -0.74 -0.60 -0.24
O 3.517 -2.724 0.131 -2.24 0.48 -2.57 -0.48
O 2.686 0.488 1.430 -0.14 1.48 2.40 -0.53
O 1.264 -3.561 0.023 4.79 7.20 -1.02 -0.49
O -4.107 -0.032 -3.932 -0.53 -1.29 1.92 -0.32
N -2.093 -3.639 -0.576 4.21 10.99 -2.30 -0.57
N 0.366 2.448 0.137 -0.97 -12.03 -1.74 -0.62
C 0.184 -0.472 -0.226 0.22 -0.20 0.96 0.41
C -5.417 0.283 -3.336 -0.52 1.46 0.79 -0.57
C -1.088 -0.901 -1.158 -1.45 -0.03 0.16 0.46
C 1.645 -1.023 -0.700 1.66 0.42 0.50 -0.48
C -1.626 -2.451 -0.822 -2.72 -7.46 1.51 -0.18
C 1.520 2.234 4.106 -0.62 0.48 0.44 -0.56
C 2.062 -2.508 -0.152 -2.45 -5.28 0.45 0.41
C -0.922 -0.627 -2.763 -0.71 0.74 -0.81 -0.50
C 2.973 2.601 4.074 0.44 0.64 1.26 0.51
C -1.952 -1.480 -3.723 0.22 0.92 -0.21 -0.77
C 2.524 1.189 2.411 0.14 -0.79 -1.16 0.48
C 0.274 1.158 -0.032 0.50 8.44 0.81 -0.14
C 3.632 2.626 5.438 0.30 -0.23 0.09 -1.45
C -3.541 -1.285 -3.374 -0.63 -1.76 -0.67 -0.34
H -3.810 -1.436 -2.227 0.79 0.59 -2.27 0.31
H -1.183 0.522 -2.946 0.66 -2.44 0.60 0.28
H -5.360 1.426 -3.003 -0.18 -2.42 -0.77 0.22
H 0.871 3.097 4.275 0.01 -0.18 -0.21 0.30
H 4.723 2.630 5.339 -0.20 0.16 -0.03 0.36
H 1.845 -1.013 -1.855 -0.74 -0.17 2.14 0.41
H 3.140 3.556 3.560 -0.14 -0.09 0.00 0.28
H 1.281 1.456 4.839 0.19 0.12 0.05 0.30
H -1.784 -1.064 -4.827 -0.40 -0.96 2.36 0.38
H -5.677 -0.320 -2.366 0.74 0.87 -1.86 0.26
H 0.151 -0.786 -3.197 -1.91 0.12 1.17 0.22
H -6.328 0.186 -4.065 1.96 -0.06 1.06 0.24
H -4.115 -2.166 -3.939 1.26 1.63 1.26 0.24
H -1.619 -2.603 -3.707 -1.00 2.08 0.07 0.36
H 3.374 1.735 6.021 -0.05 0.10 -0.14 0.34
H 3.325 3.509 6.006 0.03 -0.09 -0.14 0.38
H -1.998 -0.209 -0.807 1.94 -1.72 -0.69 0.39
H 3.987 -2.923 -0.755 -1.23 0.50 1.95 0.34
H -0.016 -0.918 0.862 0.45 1.17 -2.34 0.39
H 2.450 -0.272 -0.236 -1.95 -2.03 -1.24 0.34
```
Forces are in eV/Å.

Spin multiplicity   1
HOMO energy   -9.8 eV
Energy   -30099.2462 eV
ΔE to the lowest compared entry with this formula, charge and spin   235.81 kcal/mol
HOMO-LUMO gap   10.2 eV

Question: What is the energy in the first record?
Answer: -84230.7178 eV